# 1
Computed, not measured: the ion C6H6Cl2IN2S with charge +1 at a distorted geometry, with ωB97M-V/def2-TZVPD.

Its largest force on an atom is 3.51 eV/Å. The gap between HOMO and LUMO comes out at 6.456 eV. The structure (SMILES) is Clc1cc(CCSI)[nH+]c(Cl)n1. The calculation puts the highest occupied orbital energy at -11.6 eV. Its net charge is +1. As for the energy above the lowest of the compared OMol25 structures with the same formula, charge and spin: 0.000 eV. As for the molecular weight: 336.00 g/mol.

Geometry as XYZ:
```
18
Properties=species:S:1:pos:R:3:forces:R:3:lowdin_charge:R:1
Cl 3.2225 0.4578 2.3265 -0.2 0.1 -0.5 0.84
C 2.2593 0.6882 0.9409 -0.5 -0.4 0.1 -0.64
C 0.9778 0.0929 0.8864 -0.1 1.1 -0.1 0.02
C 0.1943 0.3731 -0.2323 1.1 0.7 0.4 -0.18
C -1.0387 -0.2882 -0.5598 1.0 -3.3 0.7 -0.22
C -1.9231 -0.8715 0.5180 -2.6 -1.4 0.1 -0.54
S -1.5321 -2.6820 0.7375 0.8 0.6 -0.1 0.15
I -3.5496 -3.8421 0.7898 -0.5 -0.1 0.0 0.47
N 0.7130 1.2170 -1.1748 -0.9 0.3 0.0 0.15
C 1.9308 1.7061 -0.9984 1.3 1.3 -2.1 -0.74
Cl 2.4977 2.7537 -2.2416 -0.3 -0.1 0.1 0.82
N 2.7476 1.4403 -0.0619 0.3 -0.7 2.0 0.10
H 0.5238 -0.3787 1.7591 0.4 -0.3 -0.4 0.13
H -0.5968 -1.1774 -1.1479 -0.8 0.8 0.6 0.16
H -1.6817 0.1416 -1.2203 -1.2 2.0 -2.1 0.10
H -1.9125 -0.4526 1.5357 0.1 0.4 -0.7 0.08
H -3.0187 -0.8357 0.0983 2.1 0.0 1.1 0.10
H 0.1863 1.6575 -1.9553 0.1 -0.9 0.7 0.19
```
Forces are in eV/Å.

***

# 2
Computed, not measured: the molecule C22H17F2N7 at a distorted geometry, with ωB97M-V/def2-TZVPD.

Its largest force on an atom is 2.91 eV/Å. The gap between HOMO and LUMO comes out at 8.157 eV. The structure (SMILES) is Cn1nccc1Nc1cc(-c2ccn3c(Cc4ccc(F)cc4F)nnc3c2)ccn1. The calculation puts the highest occupied orbital energy at -8.4 eV. As for the energy above the lowest of the compared OMol25 structures with the same formula, charge and spin: 0.000 eV. As for the molecular weight: 417.42 g/mol.

Geometry as XYZ:
```
48
Properties=species:S:1:pos:R:3:forces:R:3:lowdin_charge:R:1
C -3.7913 -0.6884 -2.1397 0.6 1.2 1.3 -0.01
N -3.9289 0.4930 -2.9898 1.0 -0.5 -1.5 -0.14
N -4.6989 1.5631 -2.6927 0.0 -0.6 0.1 0.05
C -4.6062 2.3727 -3.7218 0.9 0.0 -1.2 -0.15
C -3.7065 1.8363 -4.7196 -1.2 1.7 0.8 -0.02
C -3.2366 0.6818 -4.2109 -1.0 0.3 1.3 -0.28
N -2.2838 -0.1159 -4.8075 -0.2 -0.7 0.1 0.12
C -1.1023 -0.5732 -4.2887 -0.1 0.3 1.0 -0.35
C -0.6079 -0.1596 -3.0557 1.2 -0.3 0.6 0.04
C 0.5968 -0.7392 -2.5745 -1.5 0.5 -0.2 -0.16
C 1.0843 -0.3868 -1.2166 0.7 0.7 0.9 -0.14
C 0.1924 0.1579 -0.1423 2.7 -0.5 0.8 0.03
C 0.7080 0.4694 1.1159 -0.8 -0.5 -2.8 0.01
N 2.0743 0.3665 1.3237 -1.0 0.5 0.4 0.06
C 2.8909 0.7854 2.3609 0.9 0.1 -1.1 -0.27
C 2.4699 1.5198 3.5949 -1.0 -0.5 -0.6 -0.06
C 1.9367 0.5775 4.6353 -0.9 0.2 0.3 -0.15
C 2.8508 -0.2279 5.3294 -1.4 -0.3 0.3 -0.01
C 2.4176 -1.1217 6.2959 -0.6 0.0 -0.4 0.00
C 1.0578 -1.2530 6.5745 0.5 1.0 -0.3 -0.26
F 0.6870 -2.1179 7.5421 -0.2 0.3 -0.4 0.07
C 0.1314 -0.4265 5.9418 1.0 0.5 -0.8 0.08
C 0.5618 0.4885 4.9520 1.6 -1.4 1.1 -0.20
F -0.3604 1.2676 4.3474 0.3 -0.2 0.1 0.06
N 4.1374 0.5823 1.9865 -0.1 -0.1 0.1 0.07
N 4.1826 0.0306 0.7291 -0.9 0.4 0.6 0.06
C 2.9194 -0.0590 0.3317 1.2 -0.7 -1.0 -0.28
C 2.4410 -0.4864 -0.9659 -1.4 0.5 0.8 0.07
C 1.2407 -1.6608 -3.4076 0.6 -0.4 0.1 -0.04
C 0.6540 -1.9835 -4.6206 -0.1 -0.4 0.4 -0.13
N -0.5033 -1.4697 -5.0282 0.9 -1.1 -1.2 0.11
H -3.6787 -1.5904 -2.7183 -0.1 -0.2 -0.4 0.08
H -2.8469 -0.5311 -1.5631 -0.8 -0.5 -0.1 0.07
H -4.6420 -0.7848 -1.4328 0.5 0.3 -0.7 0.10
H -5.0809 3.3612 -3.7611 0.0 -0.7 0.2 0.10
H -3.4233 2.3127 -5.6336 0.2 0.1 -0.2 0.09
H -2.3977 -0.4006 -5.7623 -0.3 0.0 -0.2 0.15
H -1.1176 0.6223 -2.5054 0.0 -0.1 0.0 0.11
H -0.8443 0.3052 -0.3173 -0.7 -0.1 -0.1 0.08
H 0.0331 0.8192 1.8758 0.3 0.1 0.5 0.11
H 1.7433 2.2965 3.3436 -0.1 -0.1 0.0 0.13
H 3.3056 2.0288 4.0115 0.9 0.3 0.1 0.12
H 3.8978 -0.1975 5.1125 0.4 0.3 -0.3 0.12
H 3.1226 -1.7405 6.7978 0.4 -0.4 0.4 0.11
H -0.8910 -0.4151 6.1826 -1.2 -0.3 0.4 0.11
H 3.1290 -0.8120 -1.7471 0.0 0.2 0.5 0.12
H 2.1783 -2.1904 -3.1576 -0.7 0.5 0.1 0.12
H 1.1039 -2.8067 -5.2039 -0.3 0.7 0.0 0.12
```
Forces are in eV/Å.

***

# 3
Computed, not measured: a structure of composition C4H6OPm at a distorted geometry, with ωB97M-V/def2-TZVPD.

Its largest force on an atom is 1.14 eV/Å. The gap between HOMO and LUMO (spin up / spin down) comes out at 4.981 / 5.150 eV. The calculation puts the highest occupied orbital energy (spin up / spin down) at -15.0 / -15.0 eV. As for the multiplicity: 6. Its net charge is +2. Its expectation value of S² is 8.755. As for the energy above the lowest of the compared OMol25 structures with the same formula, charge and spin: 0.885 eV. As for the molecular weight: 215.09 g/mol.

Geometry as XYZ:
```
12
Properties=species:S:1:pos:R:3:forces:R:3:lowdin_spin:R:1
H -0.9395 -0.8654 2.2549 -0.2 0.1 -0.7 0.00
C 2.0197 -1.2759 0.9346 -0.3 -0.2 0.1 0.00
C 0.7255 -1.2584 1.1283 0.1 0.5 -0.7 0.00
C -0.5778 -1.1295 1.2466 0.5 -0.5 0.9 0.00
H 2.6159 -2.1448 1.2218 -0.2 0.3 -0.1 0.00
H 2.5370 -0.4225 0.4892 -0.2 -0.2 0.3 0.00
H -1.2569 -1.5692 0.5120 0.1 0.2 0.3 0.00
C -1.2375 1.9560 -0.8973 -0.1 0.3 0.6 0.00
O -0.4551 1.4819 -1.7097 -0.1 -0.1 -1.1 -0.01
Pm -0.2439 0.8526 -4.1327 0.1 0.1 0.8 5.01
H -2.3105 2.0654 -1.1297 0.2 -0.1 0.1 0.00
H -0.8770 2.3100 0.0818 0.0 -0.2 -0.2 0.00
```
Forces are in eV/Å.

***

# 4
Computed, not measured: a cluster of 10 separate species, C36H92F2N6O13S2 in total at a distorted geometry, with ωB97M-V/def2-TZVPD.

Its largest force on an atom is 5.08 eV/Å. The gap between HOMO and LUMO comes out at 7.012 eV. The calculation puts the highest occupied orbital energy at -7.6 eV. As for the energy above the lowest of the compared OMol25 structures with the same formula, charge and spin: 0.665 eV. As for the molecular weight: 919.29 g/mol.

Geometry as XYZ:
```
151
Properties=species:S:1:pos:R:3:forces:R:3:lowdin_charge:R:1
O 2.5871 0.7248 4.0462 0.2 0.0 0.2 0.22
H 3.5251 0.8659 3.7955 -0.2 0.1 -0.1 0.17
H 2.0092 0.7798 3.2057 0.4 -0.1 -0.2 0.08
H 2.3107 1.5468 4.5566 -0.1 0.3 -0.2 0.14
N 1.0545 1.2535 1.8982 -0.8 1.3 -2.7 -0.32
S -0.1700 0.2685 1.8603 -2.3 -3.5 2.9 0.51
O 0.1776 -1.0624 1.4669 -0.2 0.9 0.1 -0.25
O -1.4551 0.8021 1.4862 1.6 -0.1 0.4 -0.26
F -0.1767 0.1797 3.5045 -0.4 -0.1 -0.8 -0.21
S 0.7894 1.9731 0.4073 3.1 1.5 -3.3 0.56
O 0.0417 3.1850 0.4286 -0.1 -0.6 0.8 -0.24
O 0.7425 1.1317 -0.7695 -1.0 0.0 2.2 -0.24
F 2.2998 2.4612 0.2466 0.0 0.4 0.6 -0.20
C 2.6571 5.2220 4.3644 0.3 -1.4 0.9 -0.06
C 1.3819 4.4554 4.0824 -1.2 0.4 0.0 -0.27
O 1.5820 3.0422 4.0391 0.6 -0.6 0.4 -0.12
H 2.5424 6.2995 4.3229 0.1 0.0 -0.4 0.09
H 3.4813 4.7742 3.8082 -0.1 0.7 -0.4 0.04
H 2.9544 4.9651 5.3881 -0.1 0.3 0.1 0.08
H 0.8497 4.7698 3.1803 0.4 0.0 -0.3 0.12
H 0.6518 4.6390 4.8728 0.1 0.1 0.2 0.10
H 1.1836 2.5866 3.2775 -0.3 0.8 -0.1 0.03
C -2.5996 -1.1748 -0.6435 -1.2 -0.9 1.0 -0.07
C -3.7289 -2.1624 -0.3249 0.3 0.5 -2.1 -0.28
O -3.2110 -3.4679 -0.6086 0.0 -0.1 0.9 -0.09
H -1.8345 -1.4208 0.0902 0.4 0.4 -0.3 0.05
H -3.0615 -0.2135 -0.4166 0.6 0.4 -0.4 0.07
H -2.2467 -1.3099 -1.6613 0.0 0.3 0.0 0.08
H -4.5325 -2.0229 -1.0571 -0.2 0.3 0.3 0.11
H -4.1097 -1.9063 0.6664 0.1 -0.9 0.3 0.09
H -3.9365 -4.0916 -0.7052 0.0 0.0 0.1 0.09
C -3.3500 -0.3853 4.2457 0.5 0.8 -0.7 -0.10
C -4.5889 -0.5248 3.3481 0.1 -0.7 2.6 -0.28
O -5.6230 0.2754 3.9171 -0.5 0.6 -1.5 -0.08
H -2.5258 -0.9653 3.8261 0.0 -0.1 0.4 0.05
H -3.5723 -0.6225 5.2878 -0.1 -0.7 -0.1 0.08
H -2.9646 0.6336 4.3519 -0.2 0.2 -0.6 0.07
H -4.8931 -1.5736 3.4617 0.0 -0.1 -0.4 0.10
H -4.4380 -0.3595 2.2874 -0.1 0.7 0.1 0.10
H -5.6729 0.1960 4.8687 0.3 -0.3 0.1 0.07
C -1.1960 2.2255 -3.3498 -0.3 -0.4 -0.7 -0.03
C -0.9490 2.7600 -4.7930 -0.3 1.3 1.7 -0.50
C 0.3450 3.5847 -4.6733 1.1 -0.6 -1.0 -0.14
C 1.6263 2.7169 -4.6902 -0.6 -0.2 0.6 -0.17
C 1.5788 1.6920 -5.8206 0.6 1.3 0.2 -0.15
C 0.2969 0.8512 -5.8439 0.3 -0.1 -1.3 -0.50
N -0.8425 1.7651 -5.8587 0.4 1.7 -0.2 -0.11
O -2.0836 1.1261 -6.0246 -0.1 -0.6 0.3 0.00
C 0.3469 0.1632 -7.2306 -0.3 -1.2 0.6 -0.04
C 0.2516 -0.1654 -4.7128 0.6 -0.6 1.1 -0.02
C -2.0142 3.8153 -5.0991 -0.4 0.6 -1.4 -0.05
H -2.0410 1.5371 -3.2768 0.2 -0.3 -0.3 0.09
H -1.4683 3.0126 -2.6456 0.4 0.3 -0.2 0.09
H -0.2635 1.7513 -3.0662 -0.3 -0.2 0.7 0.04
H 0.4275 4.2813 -5.5145 -0.2 0.0 -0.1 0.12
H 0.3066 4.1855 -3.7663 -0.1 0.0 0.1 0.12
H 1.6977 2.2032 -3.7267 0.2 0.0 0.0 0.09
H 2.4972 3.3644 -4.8001 0.1 -0.1 0.1 0.11
H 2.4910 1.0899 -5.8480 -0.3 -0.5 0.5 0.12
H 1.7441 2.3005 -6.7187 -0.8 -0.2 -0.3 0.12
H 1.2136 -0.4984 -7.3313 0.3 0.3 0.3 0.08
H -0.4654 -0.5655 -7.3088 -0.3 0.4 -0.3 0.08
H 0.3808 0.8639 -8.0603 -0.3 0.1 0.1 0.08
H 0.6722 -1.1301 -5.0074 -0.2 0.0 -0.2 0.08
H 0.8419 0.1208 -3.8351 0.3 0.3 -0.3 0.07
H -0.7170 -0.3253 -4.2393 -0.3 -0.1 -0.7 0.08
H -3.0411 3.5771 -4.8249 0.1 -0.3 0.0 0.08
H -1.9746 4.0808 -6.1659 -0.3 -0.6 -0.2 0.09
H -1.7997 4.8231 -4.7301 0.2 -0.4 0.9 0.08
H -2.4185 1.4757 -6.8564 0.1 0.0 0.0 0.11
C -1.4794 -5.3298 -3.5801 0.0 -0.8 0.0 -0.03
C -0.0387 -5.5003 -3.1301 1.5 -0.5 -0.4 -0.51
C 0.8769 -5.0546 -4.2815 0.5 -0.3 -0.2 -0.14
C 2.3364 -4.8628 -3.8646 -0.2 0.2 -0.2 -0.18
C 2.4474 -3.8671 -2.7156 0.1 0.6 -0.9 -0.14
C 1.5284 -4.1987 -1.5373 1.0 -0.6 0.5 -0.51
N 0.2129 -4.6250 -1.9896 -0.6 0.9 -0.8 -0.09
O -0.6440 -4.9196 -0.9000 0.3 0.0 -0.1 -0.03
C 2.2416 -5.2869 -0.7101 -0.8 -0.6 -0.1 -0.03
C 1.3607 -2.9879 -0.6369 -0.6 1.9 -0.2 -0.05
C 0.3391 -7.0053 -2.9118 -1.4 0.3 0.5 -0.02
H -1.6679 -5.9361 -4.4709 0.1 -0.2 0.1 0.08
H -1.7004 -4.3107 -3.8922 0.0 0.2 0.5 0.09
H -2.1122 -5.7196 -2.7819 -0.4 0.4 -0.1 0.08
H 0.9091 -5.8333 -5.0496 -0.4 -0.1 0.0 0.12
H 0.4649 -4.1764 -4.7863 0.2 0.3 0.3 0.11
H 2.8880 -4.5976 -4.7717 0.1 0.6 0.2 0.11
H 2.8434 -5.7895 -3.5869 -0.4 -0.3 0.2 0.10
H 2.2517 -2.8499 -3.0753 -0.3 -0.1 -0.1 0.11
H 3.4933 -3.8306 -2.4022 -0.1 -0.1 0.4 0.12
H 3.1834 -4.9270 -0.2999 -0.1 0.1 0.3 0.08
H 1.5170 -5.6110 0.0409 0.4 0.1 0.4 0.08
H 2.4466 -6.1858 -1.2949 0.1 0.1 -0.2 0.07
H 0.6818 -2.2150 -1.0307 -0.4 -0.6 -0.5 0.08
H 0.9343 -3.1699 0.3470 0.4 -0.4 0.1 0.06
H 2.2207 -2.3101 -0.5769 0.6 -0.8 0.4 0.09
H 1.4031 -7.1976 -2.9788 0.1 0.0 -0.1 0.06
H -0.2132 -7.5788 -3.6590 0.3 -0.1 -0.1 0.08
H -0.0223 -7.3654 -1.9451 0.1 0.1 0.1 0.08
H -1.2433 -4.1570 -0.8774 -0.2 -0.2 0.1 0.07
C -0.4372 -3.7212 3.6452 -0.3 -0.9 0.2 -0.05
C -1.8978 -4.1260 3.5507 -1.4 0.6 -0.6 -0.43
C -2.0525 -5.6308 3.3937 0.3 -0.2 0.5 -0.22
O -3.4035 -6.0278 3.4590 -0.5 0.3 0.0 -0.20
C -3.5873 -7.4348 3.4410 0.4 0.7 0.0 -0.09
N -2.6736 -3.5973 4.6816 0.0 -1.0 0.7 0.06
H -0.1176 -3.9535 4.6637 0.0 0.4 0.1 0.08
H -0.3230 -2.6699 3.4020 0.3 0.0 0.0 0.05
H 0.1738 -4.3857 3.0282 0.0 0.5 -0.4 0.08
H -2.4098 -3.7460 2.6524 0.7 0.2 -0.3 0.13
H -1.5001 -6.1444 4.1938 0.1 -0.1 0.0 0.13
H -1.6235 -5.8911 2.4213 0.1 -0.2 0.0 0.13
H -3.4463 -7.8232 2.4294 0.2 -0.2 0.0 0.09
H -4.6054 -7.6592 3.7475 0.0 0.1 0.1 0.09
H -2.8591 -7.8524 4.1402 -0.1 -0.5 -0.1 0.08
H -3.0399 -2.6669 4.5373 0.2 -0.2 -0.2 0.01
H -3.4644 -4.2224 4.8090 0.0 0.2 0.1 0.07
C -4.7916 4.9699 1.5251 1.0 0.9 -1.0 -0.06
C -3.4828 4.1695 1.3706 -0.9 -1.3 -1.5 -0.41
C -2.5499 4.3878 2.5344 -0.4 1.2 0.3 -0.21
O -3.1788 3.9145 3.7272 0.6 0.2 -0.4 -0.20
C -2.3735 4.1363 4.8719 -0.3 -1.0 -0.3 -0.10
N -3.8657 2.7438 1.1851 0.2 -0.1 1.5 0.05
H -5.5418 4.7842 0.7560 0.0 -1.0 0.3 0.07
H -4.5406 5.9850 1.1842 0.0 0.3 1.1 0.07
H -5.1781 4.8830 2.5351 -0.2 0.3 -0.1 0.08
H -3.0080 4.4604 0.4292 0.2 0.3 0.2 0.14
H -2.4392 5.4800 2.6156 0.1 0.1 0.2 0.13
H -1.5314 4.0157 2.4040 -0.1 -0.6 -0.1 0.10
H -1.7004 4.9816 4.7313 -0.2 0.3 0.2 0.07
H -1.7555 3.2474 5.0564 0.1 0.0 0.0 0.08
H -3.0591 4.2257 5.7122 0.2 0.4 0.1 0.09
H -3.0950 2.1453 0.9073 0.3 0.5 -0.4 0.03
H -3.9352 2.4758 2.1736 -0.7 -0.5 -0.3 0.06
C 5.1679 4.3192 0.1265 0.8 0.5 -0.3 -0.06
C 5.5283 3.6539 1.4534 0.1 0.9 -0.5 -0.41
C 6.4058 4.5492 2.3308 -0.7 0.5 0.7 -0.23
O 7.6572 4.6672 1.7111 0.2 -0.4 0.1 -0.19
C 8.7004 5.0459 2.5784 -0.2 0.6 0.1 -0.11
N 4.3156 3.2120 2.1488 0.7 -0.7 0.4 0.05
H 4.7696 3.5945 -0.5827 -0.1 0.0 0.0 0.07
H 6.0893 4.7383 -0.2916 -0.1 -0.1 -0.2 0.08
H 4.4737 5.1605 0.1989 -0.1 -0.1 0.3 0.08
H 6.2184 2.8653 1.1419 -0.4 -0.6 0.6 0.14
H 6.4676 4.1998 3.3717 0.3 -0.8 -0.2 0.12
H 5.9535 5.5380 2.5254 -0.1 0.2 -0.6 0.13
H 9.6367 4.9762 2.0318 0.0 0.0 0.0 0.09
H 8.7653 4.4401 3.4879 -0.1 -0.3 -0.1 0.09
H 8.5437 6.0793 2.9089 0.2 0.1 0.0 0.09
H 3.6566 3.9811 2.1202 -0.1 -0.1 -0.1 0.05
H 3.9105 2.4753 1.5888 -0.2 0.1 -0.1 0.04
```
Forces are in eV/Å.